Run 1
28
Properties=species:S:1:pos:R:3:mulliken_charge:R:1 method="wB97M-V/def2-TZVPD" e_lumo_ev=-4.1960 orbital_gap_ev=9.93 charge=+1 spin_multiplicity=1 homo_energy_ev=-14.129
C -2.02366 1.58422 -0.71049 -1.170
C -1.37270 0.43632 -0.47331 0.776
C -1.90050 -0.77854 0.06717 -0.983
N -1.11320 -1.76755 0.14139 -0.583
C 0.13627 -1.41176 -0.47086 1.727
C 0.11662 -1.97967 -1.87350 -1.215
C 1.25632 -1.88691 0.40426 -1.947
N 0.06786 0.16299 -0.47328 0.101
C 0.87389 0.90938 0.54240 0.472
C 0.13580 0.61131 1.87068 -1.296
C 1.03188 2.46746 0.36519 -1.664
H -1.60118 2.31969 -1.37350 0.358
H -3.02816 1.73427 -0.24989 0.285
H -2.85846 -0.87570 0.52314 0.519
H -0.90905 -2.22398 -2.20766 0.354
H 0.84619 -2.88510 -1.92315 0.336
H 0.53004 -1.24867 -2.64755 0.259
H 1.10499 -1.62645 1.39029 0.321
H 2.20110 -1.57754 -0.11968 0.425
H 1.15180 -2.95575 0.34907 0.534
H 0.49503 0.41626 -1.31679 0.487
H 1.91240 0.57670 0.45644 0.390
H -0.71553 -0.08948 1.55669 0.460
H 0.78404 0.07098 2.67572 0.270
H -0.29985 1.42890 2.34122 0.502
H 0.13996 2.95452 0.19421 0.483
H 1.74361 2.69615 -0.41954 0.408
H 1.29447 2.93796 1.38134 0.392


Run 2
28
Properties=species:S:1:pos:R:3:mulliken_charge:R:1 method="wB97M-V/def2-TZVPD" e_lumo_ev=-3.5648 orbital_gap_ev=9.77 charge=+1 spin_multiplicity=1 homo_energy_ev=-13.336
C -3.01771 0.97388 -0.06081 -0.471
C -2.91703 -0.50142 -0.37743 -1.166
C -0.31456 -1.47274 -0.77806 -0.790
C -1.62309 1.55648 -0.06891 -0.484
C 0.12363 -0.03126 -0.84458 -0.116
C 3.79569 0.30703 0.42585 0.072
C -1.47331 -0.85060 0.16184 0.683
C 4.40347 0.94674 -0.78875 -0.937
C -1.48727 -1.21679 1.66051 -1.388
N 2.65191 -0.13457 0.62840 -0.395
N -0.90073 0.40675 -0.24188 0.356
H -3.62752 1.42860 -0.78447 0.347
H -3.45512 1.01908 0.98598 0.285
H -3.65867 -1.08652 0.05462 0.491
H -3.02556 -0.67148 -1.35861 0.422
H -0.62149 -1.89230 -1.72410 0.310
H 0.43526 -2.21462 -0.33094 0.284
H -1.44536 2.26309 -0.85662 0.444
H -1.51577 2.17225 0.87336 0.212
H 0.98112 0.46650 -1.29850 0.391
H 4.72115 0.14201 1.00233 0.282
H 5.09047 1.68691 -0.52611 0.343
H 3.66837 1.30335 -1.65849 0.216
H 5.04589 0.12975 -1.32452 0.266
H -2.20664 -1.95448 1.77832 0.418
H -1.87745 -0.36437 2.13888 0.378
H -0.48890 -1.62618 1.92461 0.343
H 2.73924 -0.78506 1.38809 0.204


Winner for stability: run 1